A 12-piece molecular cluster, C45H113BNO16PS overall in a non-equilibrium geometry. Source: OMol25; level of theory: ωB97M-V/def2-TZVPD.

Structure (XYZ):
```
178
Properties=species:S:1:pos:R:3:forces:R:3
C -4.71798 -3.31464 -1.08678 0.852 0.143 0.414
C -3.52745 -3.04865 -0.52651 -1.598 -0.118 -0.510
C -3.41365 -2.82217 0.95405 0.791 -0.292 -0.260
C -2.37000 -1.80006 1.44506 -0.168 1.180 0.260
P -2.06418 -2.23033 3.24711 1.182 -1.548 -0.045
C -1.34624 -0.87421 4.22488 -0.812 0.529 0.553
C -3.63543 -2.76974 4.02386 -0.369 1.079 0.240
C -1.01779 -1.91502 0.72621 0.258 0.054 0.413
C -0.06124 -0.72250 0.77982 0.443 -0.068 -0.693
C 1.06534 -1.03264 -0.23804 -0.640 0.355 0.204
C 2.33486 -0.23188 0.00992 0.557 -0.693 -0.516
C 3.38779 -0.96877 0.83829 0.191 1.303 -0.016
C 4.60633 -0.06327 1.04890 0.170 -0.191 0.472
C 5.51319 -0.62045 2.15834 0.194 -0.100 -0.853
C 6.97575 -0.23414 2.00171 0.311 0.559 0.342
C 7.20198 1.25777 2.29118 -0.590 -0.259 0.511
C 7.12340 1.54372 3.80808 0.657 0.379 -0.331
C 8.51561 1.74079 4.46803 -0.739 -0.139 0.031
C 8.68254 3.16319 4.99870 0.642 -0.206 -0.209
C 9.81800 3.33982 6.00183 -0.547 0.408 0.259
O 9.96154 2.20730 6.83365 0.409 0.055 0.047
C 10.77273 2.54708 7.95737 -0.442 -0.148 -0.699
C -0.68493 0.64776 0.40849 0.677 0.247 0.589
B -0.27655 1.81386 1.43412 0.007 0.321 -0.386
O -0.57664 1.74754 2.76354 -0.435 -0.228 -0.411
N 0.50022 2.96787 0.90096 -0.337 -0.251 0.775
C -0.34558 4.17828 0.78831 0.798 0.082 -0.926
C 1.63417 3.20278 1.80985 -0.002 0.038 -0.087
O -2.11348 0.60894 0.12155 0.210 -0.475 0.403
S -3.06807 -0.12697 1.16356 -2.110 -0.248 0.007
O -3.20687 0.60722 2.38967 0.982 0.162 0.123
O -4.31458 -0.27496 0.46710 0.260 -0.009 -0.501
H -5.62806 -3.21456 -0.50751 -0.039 -0.157 0.061
H -4.79327 -3.66264 -2.10711 -0.004 0.241 -0.072
H -2.67332 -3.04933 -1.18988 0.250 -0.210 0.246
H -4.38889 -2.62418 1.38133 -0.137 0.165 -0.069
H -3.09044 -3.77311 1.39476 0.075 -0.072 0.037
H -1.11225 -1.30885 5.19782 0.083 -0.251 -0.024
H -2.00723 -0.03067 4.41890 -0.027 0.090 -0.191
H -0.41963 -0.48871 3.81836 0.053 -0.127 -0.244
H -3.67398 -3.84602 4.14299 0.081 -0.152 -0.313
H -4.51933 -2.40194 3.51093 -0.188 -0.162 -0.004
H -3.70592 -2.35872 5.03219 0.134 0.114 0.062
H -1.11713 -2.19841 -0.31871 -0.308 0.150 -0.090
H -0.48820 -2.73183 1.21764 -0.035 -0.205 -0.063
H 0.45090 -0.62476 1.73861 -0.367 -0.261 0.353
H 0.66067 -0.80632 -1.22671 0.005 -0.021 -0.107
H 1.24301 -2.10875 -0.23960 0.334 -0.057 0.123
H 2.15180 0.73636 0.47534 -0.291 0.082 -0.017
H 2.78839 -0.01096 -0.95805 0.055 0.186 -0.036
H 3.75056 -1.85181 0.31601 -0.319 -0.369 0.169
H 2.98779 -1.19805 1.82840 -0.077 -0.441 -0.017
H 4.28553 0.94375 1.32269 -0.114 0.096 -0.063
H 5.16602 0.03805 0.11755 0.012 -0.033 -0.126
H 5.45501 -1.70914 2.11256 -0.098 -0.080 0.276
H 5.14344 -0.27861 3.12141 -0.072 -0.230 0.193
H 7.34773 -0.49243 1.00951 -0.130 -0.047 -0.151
H 7.58946 -0.78479 2.71745 -0.035 -0.213 -0.004
H 8.16652 1.58351 1.90872 0.029 0.142 -0.128
H 6.41084 1.84145 1.81996 0.132 0.042 -0.389
H 6.54624 2.45414 3.96954 -0.091 0.065 0.016
H 6.57894 0.74932 4.31299 -0.037 -0.144 0.012
H 9.30050 1.54734 3.73803 0.110 -0.147 -0.013
H 8.62287 1.00918 5.26352 0.199 0.088 0.181
H 8.92165 3.79852 4.14283 -0.169 0.209 -0.005
H 7.75640 3.54633 5.41932 -0.157 -0.181 0.158
H 9.55631 4.19686 6.63627 0.109 0.133 -0.016
H 10.76897 3.60385 5.52658 0.111 -0.253 -0.119
H 10.13076 3.04037 8.68799 0.220 0.035 0.324
H 11.20857 1.62825 8.33501 -0.057 -0.040 0.232
H 11.56884 3.22506 7.64305 0.136 0.043 0.139
H -0.22448 0.95725 -0.52468 -0.367 0.003 -0.316
H -0.82968 2.61364 3.09775 0.368 0.080 0.392
H -0.08645 4.89731 1.56791 -0.385 -0.057 0.304
H -1.41245 3.96109 0.75585 -0.078 -0.053 0.206
H -0.10490 4.68313 -0.15007 -0.131 0.159 -0.059
H 2.06297 2.25539 2.13242 0.109 -0.095 -0.097
H 1.33115 3.71920 2.72743 0.033 0.159 0.031
H 2.42597 3.77276 1.32430 -0.023 0.109 -0.067
C -5.23828 -6.21801 -5.53149 0.001 -0.003 0.045
C -4.65257 -4.85622 -5.20322 0.159 -0.274 0.100
O -4.04377 -4.85816 -3.90997 -0.106 0.087 -0.099
H -5.97849 -6.50254 -4.78281 -0.039 0.041 -0.020
H -5.71526 -6.21299 -6.51356 0.014 -0.013 -0.006
H -4.46093 -6.98681 -5.52853 0.007 0.008 -0.086
H -5.43367 -4.10049 -5.19020 0.094 0.070 0.047
H -3.90768 -4.56551 -5.95119 -0.100 0.053 -0.082
H -3.34338 -5.51642 -3.91380 0.029 -0.024 0.038
C 1.33421 -6.31888 4.59511 0.017 0.058 0.026
C 0.11023 -5.52016 4.18298 0.142 -0.068 -0.256
O 0.45702 -4.40713 3.36821 0.242 -0.045 0.092
H 2.03689 -5.68354 5.13564 -0.028 0.005 0.041
H 1.05909 -7.16036 5.23328 0.011 -0.010 -0.019
H 1.85512 -6.70725 3.71665 -0.042 -0.065 0.001
H -0.39686 -5.11827 5.05933 -0.039 0.077 -0.048
H -0.59692 -6.15771 3.64070 -0.061 -0.044 0.128
H 0.89568 -4.74456 2.58112 0.033 -0.024 -0.008
C -8.55370 -2.28265 -8.07429 0.051 -0.015 -0.102
C -7.67316 -3.24985 -7.30419 -0.206 0.383 0.242
O -6.72184 -2.54562 -6.50488 0.107 -0.162 -0.128
H -7.94437 -1.63754 -8.70993 0.043 -0.040 0.002
H -9.27504 -2.81351 -8.69641 -0.059 -0.004 0.092
H -9.10146 -1.63711 -7.38451 -0.083 -0.058 -0.005
H -7.10785 -3.88036 -7.98614 0.142 0.014 0.077
H -8.27938 -3.89551 -6.66027 -0.058 -0.070 -0.126
H -7.21059 -1.99102 -5.88995 0.008 0.044 0.029
C -0.65201 3.58918 -3.28456 0.033 0.021 -0.033
C 0.27179 2.39328 -3.14172 -0.020 0.180 0.277
O 1.46298 2.73163 -2.43844 0.014 -0.013 -0.108
H -0.14289 4.40009 -3.80717 0.008 -0.026 -0.036
H -1.55475 3.32503 -3.83819 -0.011 0.003 0.025
H -0.94684 3.96884 -2.30349 -0.060 -0.043 0.002
H 0.57828 2.02833 -4.12115 0.069 -0.033 0.024
H -0.24083 1.57812 -2.61737 -0.077 -0.041 -0.141
H 1.20705 3.04305 -1.56099 0.014 -0.134 0.151
C 0.34254 9.15874 0.21048 -0.047 0.003 -0.066
C 0.02697 7.68478 0.03769 0.299 0.124 -0.138
O 0.01093 7.30886 -1.33871 -0.239 0.033 -0.019
H -0.39264 9.76855 -0.31574 -0.042 -0.009 0.044
H 0.34160 9.44010 1.26437 0.020 0.004 -0.005
H 1.32263 9.39513 -0.21005 0.036 -0.019 0.073
H -0.95842 7.45420 0.44060 -0.023 -0.075 -0.080
H 0.76613 7.06939 0.56139 -0.066 0.033 0.139
H 0.88197 7.49327 -1.70395 0.031 -0.050 -0.053
C -6.96614 0.74536 4.97317 0.032 -0.036 0.070
C -6.08561 -0.21868 4.19965 -0.434 0.069 -0.195
O -6.71996 -1.49694 4.07625 0.218 0.006 0.131
H -7.18260 0.34975 5.96653 0.049 0.010 0.015
H -6.48315 1.71787 5.07933 -0.020 0.013 -0.020
H -7.92253 0.88754 4.46414 0.035 0.068 -0.050
H -5.14111 -0.37553 4.71680 0.007 -0.100 -0.029
H -5.86626 0.16918 3.20070 0.142 0.071 0.074
H -7.54716 -1.35852 3.60685 -0.031 -0.042 -0.048
C -12.04135 -6.33447 -9.69008 -0.040 -0.008 0.052
C -11.43570 -4.98133 -9.37392 0.042 -0.099 0.020
O -10.78998 -4.98931 -8.10026 -0.115 0.123 0.056
H -12.76528 -6.61613 -8.92428 -0.033 0.035 -0.018
H -12.54153 -6.32460 -10.65983 0.024 -0.018 -0.007
H -11.26718 -7.10542 -9.70692 0.025 0.027 -0.090
H -12.21201 -4.21707 -9.33672 0.024 0.022 0.169
H -10.71153 -4.69975 -10.13601 -0.099 0.021 -0.141
H -10.09892 -5.65742 -8.14025 0.047 -0.014 -0.035
C 4.55043 -1.74922 6.40837 0.002 0.050 -0.050
C 5.15938 -2.66157 5.35951 0.176 0.110 0.205
O 6.29042 -2.05876 4.73627 -0.049 -0.048 -0.040
H 4.25250 -0.80083 5.95897 -0.041 -0.026 -0.027
H 3.67514 -2.20935 6.86932 0.009 0.004 0.013
H 5.27693 -1.52416 7.19297 -0.020 -0.061 0.038
H 4.43924 -2.86796 4.56833 0.061 0.006 -0.069
H 5.45895 -3.61480 5.80800 -0.124 -0.052 -0.017
H 6.94417 -1.88001 5.41895 0.035 0.000 0.017
C -6.57097 -5.13405 -11.51553 -0.027 0.006 -0.026
C -7.62600 -5.07056 -10.42760 0.113 -0.362 -0.213
O -8.81624 -5.75539 -10.81955 0.017 0.100 0.088
H -6.95219 -4.69453 -12.43739 -0.002 0.058 0.025
H -5.66745 -4.59986 -11.21847 0.008 -0.020 -0.001
H -6.30439 -6.17068 -11.73494 0.063 0.003 0.062
H -7.90254 -4.03743 -10.22677 -0.136 -0.029 0.008
H -7.25280 -5.51442 -9.49863 0.092 0.106 0.017
H -8.58729 -6.67373 -10.99019 0.019 -0.021 -0.056
C 14.43299 3.94742 5.15555 -0.059 -0.019 -0.033
C 14.13958 5.43359 5.24604 0.176 -0.190 0.311
O 13.50870 5.74922 6.48609 -0.143 0.083 -0.171
H 13.51174 3.37193 5.25526 -0.017 0.015 -0.057
H 14.90581 3.69144 4.20622 0.018 -0.007 0.016
H 15.09693 3.63979 5.96705 0.072 0.010 -0.052
H 13.46060 5.74463 4.45394 -0.063 0.054 0.068
H 15.06440 6.01244 5.15238 -0.017 0.008 -0.135
H 14.10815 5.48502 7.18945 0.002 0.014 0.062
C -3.20109 7.83463 -4.20309 -0.007 0.069 -0.023
C -1.81916 7.54292 -4.75768 0.022 0.031 0.301
O -0.89814 8.58295 -4.44300 -0.009 0.035 -0.094
H -3.57728 8.77881 -4.59876 -0.007 -0.022 -0.050
H -3.90401 7.04068 -4.46070 0.001 -0.004 0.025
H -3.16576 7.92630 -3.11503 0.000 -0.087 0.009
H -1.85046 7.46943 -5.84393 0.075 0.038 -0.015
H -1.44216 6.59490 -4.35927 -0.071 -0.062 -0.081
H -0.85265 8.64331 -3.48243 0.035 -0.069 0.044
```
Forces are in eV/Å.

Output
- E_HOMO: -7.252 eV
- Gap between HOMO and LUMO: 7.7 eV
- Multiplicity: 1